(1)
DFT (ωB97M-V/def2-TZVPD) results for C15H12ClN2O4S2V as an isolated structure.

Computed properties:
* largest force on an atom: 1.097 eV/A
* relative energy (zero: lowest compared OMol25 entry of this formula, charge and spin): 0.00 kcal per mole
* Kohn-Sham gap (spin up / spin down): 5.910 / 5.829 eV
* <S²>: 1.0249
* highest occupied orbital energy (spin up / spin down): -3.38 / -3.35 eV

```
! wB97M-V def2-TZVPD RIJCOSX def2/J DEFGRID3
* xyz -1 2
V -0.1045 -0.4189 0.1113
O -3.4262 0.2069 4.6483
C -4.0203 0.8477 3.6602
O -5.1036 1.3680 3.7949
C -3.3002 0.8815 2.3526
C -3.7482 1.4969 1.2148
Cl -5.1085 2.4918 0.9768
N -2.8263 1.3231 0.2230
N -1.7721 0.6143 0.6934
C -2.0389 0.3406 1.9843
C -0.9554 -0.3154 2.7429
O -1.0818 -0.6229 3.9334
O 0.1146 -0.5089 2.0410
C -2.8462 1.6545 -1.1580
C -4.0119 1.5479 -1.9071
C -3.9715 1.8112 -3.2665
C -2.7775 2.1529 -3.8886
C -1.6178 2.2360 -3.1371
C -1.6486 1.9959 -1.7713
H -2.5183 -0.1708 4.3974
H -4.9352 1.2370 -1.4419
H -4.8817 1.7208 -3.8462
H -2.7516 2.3367 -4.9558
H -0.6732 2.4785 -3.6051
H -0.7496 2.0844 -1.1943
C 2.8713 -3.1666 -1.6542
C 1.5977 -2.3813 -1.4074
S 1.8587 -0.6535 -1.0473
C 0.3812 -2.9513 -1.4653
C 0.1814 -4.4033 -1.8116
S -1.1070 -2.0478 -1.1413
H 3.7438 -2.5432 -1.4680
H 2.9320 -3.5217 -2.6893
H 2.9446 -4.0406 -1.0016
H 1.0985 -4.8854 -2.1565
H -0.5727 -4.5017 -2.5983
H -0.1930 -4.9581 -0.9460
*
```

(2)
DFT (ωB97M-V/def2-TZVPD) results for a 2-piece molecular cluster, C3H6N3O overall.

Computed properties:
* largest force on an atom: 3.953 eV/A
* relative energy (zero: lowest compared OMol25 entry of this formula, charge and spin): 52.82 kcal per mole
* Kohn-Sham gap (spin up / spin down): 9.909 / 9.248 eV
* <S²>: 2.0062
* highest occupied orbital energy (spin up / spin down): -14.87 / -14.55 eV

```
! wB97M-V def2-TZVPD RIJCOSX def2/J DEFGRID3
* xyz 1 3
C -0.6176 0.6783 0.6303
C 0.2966 -0.1340 -0.0083
C 1.3778 0.0939 -1.0462
N -1.5057 -0.0477 1.3424
N -1.0182 -1.2971 1.1882
N -0.1098 -1.3578 0.2922
O 0.7427 -3.0868 -0.1975
H -0.4767 1.7063 0.6594
H 1.1011 0.9698 -1.5706
H 1.2424 -0.8328 -1.6058
H 2.2405 0.1909 -0.4705
H -2.2821 0.2407 1.9963
H -1.3607 -2.1978 1.7125
*
```

Please write out number 1 again, unchanged.
DFT (ωB97M-V/def2-TZVPD) results for C15H12ClN2O4S2V as an isolated structure.

Computed properties:
* largest force on an atom: 1.097 eV/A
* relative energy (zero: lowest compared OMol25 entry of this formula, charge and spin): 0.00 kcal per mole
* Kohn-Sham gap (spin up / spin down): 5.910 / 5.829 eV
* <S²>: 1.0249
* highest occupied orbital energy (spin up / spin down): -3.38 / -3.35 eV

```
! wB97M-V def2-TZVPD RIJCOSX def2/J DEFGRID3
* xyz -1 2
V -0.1045 -0.4189 0.1113
O -3.4262 0.2069 4.6483
C -4.0203 0.8477 3.6602
O -5.1036 1.3680 3.7949
C -3.3002 0.8815 2.3526
C -3.7482 1.4969 1.2148
Cl -5.1085 2.4918 0.9768
N -2.8263 1.3231 0.2230
N -1.7721 0.6143 0.6934
C -2.0389 0.3406 1.9843
C -0.9554 -0.3154 2.7429
O -1.0818 -0.6229 3.9334
O 0.1146 -0.5089 2.0410
C -2.8462 1.6545 -1.1580
C -4.0119 1.5479 -1.9071
C -3.9715 1.8112 -3.2665
C -2.7775 2.1529 -3.8886
C -1.6178 2.2360 -3.1371
C -1.6486 1.9959 -1.7713
H -2.5183 -0.1708 4.3974
H -4.9352 1.2370 -1.4419
H -4.8817 1.7208 -3.8462
H -2.7516 2.3367 -4.9558
H -0.6732 2.4785 -3.6051
H -0.7496 2.0844 -1.1943
C 2.8713 -3.1666 -1.6542
C 1.5977 -2.3813 -1.4074
S 1.8587 -0.6535 -1.0473
C 0.3812 -2.9513 -1.4653
C 0.1814 -4.4033 -1.8116
S -1.1070 -2.0478 -1.1413
H 3.7438 -2.5432 -1.4680
H 2.9320 -3.5217 -2.6893
H 2.9446 -4.0406 -1.0016
H 1.0985 -4.8854 -2.1565
H -0.5727 -4.5017 -2.5983
H -0.1930 -4.9581 -0.9460
*
```

Which value of <S²> does entry 2 give? 2.0062